1.
88
Properties=species:S:1:pos:R:3:lowdin_charge:R:1 method="wB97M-V/def2-TZVPD" gap_ha="0.21597 / 0.27463" lumo_energy_ev="-0.315 / -0.346" energy_ev=-124626.190 charge=0 e_homo_ev="-6.19 / -7.82" spin_multiplicity=5 de_lowest_kcal_mol=45.6
Co -0.10 1.37 0.86 0.6668
S 0.65 4.17 3.30 1.0080
S 1.48 -0.10 2.03 0.6879
F 1.75 3.64 0.84 0.0136
F -0.45 4.28 0.76 0.0300
F -2.36 -1.64 -4.79 0.0600
O -1.62 1.22 2.22 -0.0965
O -1.50 0.65 -0.48 -0.0591
O -3.51 0.58 3.22 0.0234
N -4.60 -1.91 0.22 0.0163
N 2.95 -0.93 -3.97 -0.0585
N 3.77 1.32 1.48 -0.1060
N 2.96 1.71 3.46 -0.0052
N 3.94 -2.81 -3.65 0.0794
N 2.83 -2.28 -3.98 0.0536
N -1.30 2.69 4.50 -0.1050
N 0.67 1.78 4.69 0.0083
N 1.47 0.73 -3.09 -0.0114
N 0.99 1.34 -1.04 0.0376
C -3.00 -0.96 -1.29 -0.0344
C 4.85 -1.80 -3.40 -0.2294
C -1.46 1.53 5.21 -0.0422
C 3.97 0.80 0.15 -0.0243
C 6.19 0.57 -3.04 -0.0817
C -2.72 0.59 2.28 -0.5730
C 6.19 -1.86 -3.01 -0.0094
C 4.60 2.24 2.09 -0.0419
C -2.90 -1.69 -3.55 -0.2513
C -4.94 -4.19 1.07 -0.0214
C -2.37 3.56 4.04 -0.0145
C 0.94 -1.13 -1.50 0.0008
C 1.25 2.47 -1.78 -0.0909
C 4.09 2.48 3.31 -0.0572
C -3.10 -0.23 1.05 -0.0076
C -2.47 -0.12 -0.22 -0.2566
C -6.51 -3.16 -0.65 -0.1335
C -5.62 -2.93 0.56 -0.3063
C -2.43 -0.88 -2.57 0.0630
C -4.13 -1.12 1.19 0.0400
C -3.95 -2.58 -3.33 0.0555
C 1.80 -0.10 -4.22 -0.0646
C -4.54 -2.68 -2.09 -0.1257
C 0.00 2.82 4.18 -0.5933
C 2.77 1.01 2.33 -0.6795
C 1.56 2.11 -3.05 -0.0471
C 6.85 -0.67 -2.84 -0.0808
C -4.05 -1.85 -1.05 -0.0681
C -0.23 0.97 5.33 -0.0470
C 4.22 -0.58 -3.60 -0.1712
C 4.87 0.65 -3.42 -0.0136
C 1.13 0.31 -1.84 -0.3449
C -5.69 -3.62 -1.85 -0.1290
B 0.50 3.56 1.47 -1.0314
B 2.22 1.56 4.83 -0.4331
H 4.42 3.13 4.09 0.1195
H 2.68 2.40 5.57 0.0756
H -3.30 3.15 4.40 0.0930
H -7.27 -3.91 -0.39 0.1229
H 3.51 1.46 -0.59 0.0776
H -4.61 -1.20 2.16 0.1494
H -5.31 -4.63 -1.68 0.1214
H -4.37 -3.98 1.97 0.0871
H -5.68 -4.95 1.30 0.0899
H -1.63 -0.18 -2.74 0.1270
H 1.81 2.69 -3.92 0.1182
H 0.08 0.05 5.79 0.1197
H -7.03 -2.23 -0.89 0.1296
H 0.37 -1.21 -0.58 0.0584
H -2.22 4.57 4.41 0.0897
H 0.42 -1.65 -2.30 0.0772
H -2.37 3.56 2.95 0.0885
H 3.51 -0.18 0.08 0.0663
H -2.43 1.18 5.50 0.1205
H -6.22 -2.49 1.36 0.1482
H 7.88 -0.67 -2.53 0.1031
H 5.03 0.72 -0.05 0.0895
H 5.46 2.65 1.59 0.1191
H 6.68 -2.81 -2.85 0.1153
H 1.19 3.45 -1.34 0.1064
H 6.75 1.48 -2.89 0.1068
H 1.90 -1.63 -1.34 0.0840
H 0.98 -0.79 -4.45 0.1352
H -6.31 -3.67 -2.74 0.1231
H 1.97 0.55 -5.07 0.1427
H 2.36 0.43 5.24 0.0739
H -4.31 -3.19 -4.16 0.1344
H 4.38 1.60 -3.56 0.1037
H -4.24 -4.60 0.33 0.0858

2.
61
Properties=species:S:1:pos:R:3:nbo_charge:R:1 method="wB97M-V/def2-TZVPD" gap_ha="0.14213 / 0.18899" lumo_energy_ev="4.778 / 4.774" energy_ev=-134675.173 charge=-2 e_homo_ev="0.91 / -0.37" spin_multiplicity=3 de_lowest_kcal_mol=10.8
Br -2.29 2.51 -0.43 0.1270
Ti 0.19 0.58 -0.06 1.3355
O -0.51 -1.88 -1.76 -0.6012
O -1.44 -0.36 0.72 -0.7509
O 3.12 0.51 1.16 -0.6225
O 1.07 2.58 0.13 -0.7063
N 0.12 0.90 2.16 -0.3867
N 2.11 -0.11 0.37 -0.3668
N 0.38 -1.33 -1.00 -0.1461
N -0.37 -0.28 2.76 -0.4512
C 2.40 -1.42 0.13 0.1353
C -2.35 2.15 -2.29 -0.0386
C 1.61 -3.49 -1.16 -0.6507
C 1.09 0.96 -3.00 -0.2514
C 1.83 4.72 0.78 -0.6720
C 0.69 1.74 2.96 0.2681
C 1.07 0.99 -4.41 -0.1980
C -1.17 1.65 -2.93 -0.0324
C 1.34 3.32 1.12 0.4736
C -1.24 1.62 -4.36 -0.0767
C -1.15 -0.84 1.87 0.5596
C -2.83 -4.70 2.70 -0.2466
C -0.01 1.23 -2.20 -0.3108
C 1.26 2.97 2.47 -0.5422
C -3.50 2.48 -2.95 -0.2932
C -2.25 -3.97 3.74 -0.2611
C -1.74 -2.19 2.20 -0.0861
C 3.63 -2.06 0.68 -0.6462
C -0.08 1.27 -5.09 -0.2623
C -1.70 -2.72 3.48 -0.1411
C -2.31 -2.91 1.16 -0.1853
C -2.86 -4.17 1.42 -0.2149
C 0.79 1.46 4.44 -0.6591
C -2.45 1.95 -5.04 -0.1957
C -3.56 2.35 -4.36 -0.2422
C 1.47 -2.09 -0.65 -0.0253
H 4.54 -1.81 0.11 0.1930
H 3.52 -3.15 0.67 0.2003
H 1.60 3.70 3.20 0.1865
H 2.49 5.12 1.54 0.1903
H -4.47 2.59 -4.88 0.1882
H -1.23 -2.15 4.27 0.2175
H 1.43 0.59 4.60 0.2293
H -2.46 1.88 -6.12 0.1845
H 2.01 0.64 -2.52 0.2079
H -3.28 -4.74 0.60 0.1962
H 2.34 4.69 -0.18 0.2183
H 1.21 2.32 4.96 0.1885
H 1.26 -4.25 -0.45 0.1866
H -3.25 -5.68 2.89 0.1862
H -4.35 2.86 -2.40 0.2063
H 2.65 -3.73 -1.42 0.1808
H -0.19 1.21 4.85 0.2232
H 3.81 -1.73 1.71 0.2211
H 0.96 5.38 0.68 0.2078
H -2.21 -4.39 4.74 0.1875
H 1.97 0.74 -4.96 0.1822
H -2.27 -2.49 0.16 0.2741
H 2.70 1.34 1.42 0.4839
H -0.13 1.25 -6.18 0.1801
H 0.99 -3.58 -2.05 0.2439

3.
16
Properties=species:S:1:pos:R:3:nbo_charge:R:1 method="wB97M-V/def2-TZVPD" gap_ha=0.33883 lumo_energy_ev=-4.349 energy_ev=-7734.871 charge=+1 e_homo_ev=-13.57 de_lowest_kcal_mol=78.3
N -0.61 0.48 -0.63 -0.3498
N -0.06 -0.36 0.25 -0.2627
N 1.02 2.16 -0.19 -0.7339
C 1.12 -1.00 -0.38 -0.4139
C -1.14 -1.09 0.83 -0.4105
C -0.16 1.80 -0.77 0.3487
H 1.96 -0.34 -0.45 0.2091
H -0.41 2.30 -1.73 0.2396
H 1.32 -1.73 0.35 0.2320
H 1.49 2.96 -0.55 0.4382
H -1.58 0.39 -1.00 0.4151
H -0.74 -1.85 1.38 0.2295
H -1.75 -0.45 1.57 0.2208
H 1.23 1.73 0.76 0.4496
H -1.91 -1.31 0.07 0.1810
H 0.92 -1.20 -1.41 0.2072

4.
45
Properties=species:S:1:pos:R:3:nbo_charge:R:1 method="wB97M-V/def2-TZVPD" gap_ha=0.30404 lumo_energy_ev=-4.220 energy_ev=-48180.375 charge=+1 e_homo_ev=-12.49 de_lowest_kcal_mol=2.6
Zr -0.87 0.10 0.01 2.0617
S -2.40 -4.42 -0.24 0.1610
P 1.49 -0.52 -1.46 0.8938
Si -2.50 1.54 2.16 1.5926
O 0.15 2.08 -0.38 -0.5556
O -0.96 1.20 -1.91 -0.4795
N -0.28 2.20 -1.57 0.4279
N -1.52 -1.81 -0.11 -0.9603
C -1.45 3.04 2.49 -1.1161
C 0.76 -3.11 -2.27 -0.6067
C -1.50 0.00 2.74 -1.1361
C 2.37 0.87 -2.25 -0.7100
C 2.58 -1.05 -0.07 -0.7191
C 1.55 -1.87 -2.69 -0.7044
C -4.11 1.57 3.09 -1.1023
C -1.91 -2.95 -0.17 0.2245
C -2.68 1.27 0.31 -1.4025
C 1.84 -0.80 1.25 -0.6127
C 3.69 0.50 -2.92 -0.6127
H 4.37 -0.01 -2.24 0.2074
H -1.91 3.93 2.05 0.2607
H -2.04 -0.94 2.61 0.2667
H -3.95 1.72 4.15 0.2535
H -0.46 -0.17 2.40 0.2041
H 2.45 -0.99 2.13 0.2645
H 3.53 -0.13 -3.79 0.2169
H 1.17 -1.48 -3.63 0.2494
H -4.74 2.38 2.72 0.2610
H 1.01 -3.44 -1.26 0.2040
H -0.45 2.96 2.05 0.2433
H 0.97 -3.94 -2.94 0.2386
H 3.52 -0.50 -0.10 0.2506
H 1.68 1.32 -2.97 0.2535
H -0.31 -2.91 -2.31 0.2163
H 2.52 1.62 -1.47 0.2487
H 2.60 -2.12 -2.85 0.2410
H 2.82 -2.11 -0.17 0.2512
H -1.34 3.22 3.56 0.2543
H 0.97 -1.46 1.33 0.2140
H -1.34 0.13 3.82 0.2990
H -4.67 0.64 2.96 0.2517
H 1.55 0.26 1.33 0.2062
H -2.90 2.18 -0.25 0.2825
H -3.50 0.55 0.13 0.2779
H 4.20 1.41 -3.26 0.2397

5.
16
Properties=species:S:1:pos:R:3:nbo_charge:R:1 method="wB97M-V/def2-TZVPD" gap_ha="0.51021 / 0.13605" lumo_energy_ev="-2.872 / -11.489" energy_ev=-4329.937 charge=+1 e_homo_ev="-16.75 / -15.19" spin_multiplicity=2 de_lowest_kcal_mol=29.9
C 2.47 0.42 -0.32 -0.5549
C -2.89 0.34 0.17 -0.5506
C 1.89 -0.95 0.09 -0.5475
C -1.44 0.06 0.08 -0.6177
H 2.06 -1.69 -0.65 0.2316
H -3.14 1.42 -0.16 0.3352
H -3.46 -0.46 -0.32 0.2596
H 1.70 1.03 -0.88 0.2547
H 3.34 0.20 -1.04 0.3016
H -1.04 -0.04 -0.91 0.2815
H 2.50 1.01 0.51 0.2407
H 0.77 -0.83 0.32 0.2525
H -3.37 0.54 1.19 0.3339
H 2.52 -1.22 0.88 0.2453
H -0.86 0.92 0.38 0.2324
H -1.06 -0.74 0.68 0.3016

6.
14
Properties=species:S:1:pos:R:3:nbo_charge:R:1 method="wB97M-V/def2-TZVPD" gap_ha=0.34814 lumo_energy_ev=0.488 energy_ev=-12328.686 charge=0 e_homo_ev=-8.99 de_lowest_kcal_mol=81.7
O 0.07 -1.16 0.15 -0.6350
O 1.45 0.42 -0.34 -0.5227
O -2.42 -1.39 -0.27 -0.5565
N -0.71 1.07 -0.06 -0.6532
N -2.92 -0.15 0.10 -0.1147
C 0.23 0.01 -0.09 0.9072
C -2.12 0.90 0.06 0.1274
C 2.56 -0.44 0.08 -0.2710
H 3.55 0.21 0.11 0.2119
H -1.46 -1.35 -0.20 0.4632
H -0.41 1.97 -0.30 0.4198
H 2.56 -1.30 -0.66 0.2188
H -2.66 1.85 0.26 0.1969
H 2.29 -0.64 1.16 0.2080

7.
35
Properties=species:S:1:pos:R:3:nbo_charge:R:1 method="wB97M-V/def2-TZVPD" gap_ha="0.41445 / 0.33101" lumo_energy_ev="2.058 / 2.056" energy_ev=-121578.159 charge=-1 e_homo_ev="-9.22 / -6.95" spin_multiplicity=5 de_lowest_kcal_mol=0.0
Fe -0.47 0.59 1.35 1.6601
P -3.63 -0.25 0.95 2.6013
P 0.77 -1.20 3.08 2.5859
P -0.29 3.42 1.39 2.5928
F -0.35 -1.53 1.91 -0.5873
F 0.12 -2.31 4.01 -0.5592
F -2.60 0.48 2.00 -0.6042
F 0.18 4.09 2.78 -0.5731
F 0.95 2.33 1.34 -0.5964
F 1.79 -0.72 4.21 -0.5645
F -2.36 -0.25 -0.14 -0.6165
F 1.80 -2.24 2.46 -0.5656
F -0.84 2.47 0.11 -0.5988
F -4.84 -0.24 2.03 -0.5833
F -4.09 1.17 0.43 -0.5737
F 1.38 0.05 2.14 -0.5944
F -1.09 2.35 2.34 -0.5884
F -3.14 -1.68 1.52 -0.5818
F -0.34 -0.04 3.49 -0.5881
F -1.56 4.37 1.24 -0.5593
F -4.53 -1.03 -0.13 -0.5845
F 0.63 4.41 0.57 -0.5654
O 2.20 -0.99 -1.27 -0.4604
O 0.55 0.32 -0.56 -0.6450
O 0.50 -0.59 -2.62 -0.4694
C 1.02 -0.38 -1.41 1.0217
C 1.34 -1.45 -3.45 0.0768
C 2.27 -1.94 -2.30 -0.0968
C 2.04 -0.59 -4.50 -0.6514
H 3.11 -0.48 -4.33 0.2177
H 0.85 -2.31 -3.89 0.2062
H 1.59 0.38 -4.69 0.2460
H 3.28 -2.17 -2.65 0.1982
H 1.87 -2.89 -1.95 0.1869
H 1.95 -1.14 -5.44 0.2139

8.
106
Properties=species:S:1:pos:R:3:lowdin_charge:R:1 method="wB97M-V/def2-TZVPD" gap_ha=0.29114 lumo_energy_ev=-2.210 energy_ev=-219660.884 charge=+1 e_homo_ev=-10.13 de_lowest_kcal_mol=2.1
Ir -0.44 -0.44 -0.51 0.8381
As 1.72 -1.47 -0.08 1.2124
As -1.22 -1.87 1.27 1.2154
S -0.01 -1.41 -4.68 1.1116
S 1.44 1.23 -3.12 0.5989
P -0.49 1.59 0.63 0.9450
O 2.42 1.51 -2.10 -0.3055
O -3.90 1.75 -1.08 0.0819
O -2.43 0.12 -0.77 -0.2634
O 1.84 0.56 -4.33 -0.3438
N 0.26 0.31 -2.43 -0.2393
N -1.32 6.20 -4.70 0.1235
N -0.93 -1.57 -2.29 -0.1123
C 2.63 -4.11 -3.18 -0.0677
C -2.62 -6.23 0.10 -0.0634
C -1.41 -2.67 -2.96 -0.2228
C 3.06 3.70 0.62 -0.0538
C 0.08 5.01 -3.15 -0.0148
C 2.15 2.66 0.49 -0.1204
C -0.48 1.69 3.40 -0.0953
C 5.45 -0.64 1.65 -0.0584
C 2.64 4.94 1.07 -0.0633
C 0.73 3.85 -2.77 -0.0690
C 4.47 -1.07 0.77 -0.0836
C -1.04 1.89 4.65 -0.0653
C -2.78 1.38 -0.84 -0.6932
C 2.56 -2.28 -1.61 -0.3598
C -0.03 2.77 -4.79 -0.0461
C 1.30 5.14 1.40 -0.0637
C 0.67 2.73 -3.59 -0.3066
C -2.45 -1.49 3.86 -0.1004
C -4.96 -0.98 2.77 -0.0591
C 0.37 -2.45 2.24 -0.3788
C -1.63 -5.60 -0.64 -0.0644
C -2.39 2.15 4.77 -0.0670
C -1.65 2.37 -0.54 -0.2110
C -3.24 -5.56 1.15 -0.0584
C -0.65 5.06 -4.35 -0.3060
C -3.87 -1.12 1.93 -0.1108
C -1.03 -2.74 -4.25 -0.3600
C 4.05 -2.19 -3.50 -0.0528
C 0.40 4.10 1.28 -0.0833
C 2.82 0.09 2.07 -0.1475
C -3.19 2.19 3.64 -0.0574
C -1.26 -4.30 -0.32 -0.1601
C 3.53 -1.61 -2.35 -0.1181
C -2.61 -1.38 2.48 -0.3969
C -0.20 -0.79 -3.08 -0.7284
C 0.82 2.84 0.82 -0.3412
C 1.37 -2.93 1.19 -0.3740
C -1.28 1.72 2.25 -0.3559
C -2.65 1.97 2.38 -0.0689
C -4.80 -1.10 4.15 -0.0682
C 3.80 0.51 2.96 -0.0601
C -0.68 3.92 -5.17 -0.0112
C -3.55 -1.35 4.69 -0.0719
C -2.86 -4.26 1.46 -0.0750
C 3.60 -3.44 -3.91 -0.0619
C 5.12 0.15 2.74 -0.0632
C 2.12 -3.53 -2.03 -0.1058
C -1.87 -3.62 0.72 -0.3188
C 3.14 -0.68 0.97 -0.3627
H -4.25 2.39 3.73 0.1161
H 4.73 -1.70 -0.07 0.0982
H 2.28 -5.08 -3.50 0.1110
H -1.10 2.56 -1.46 0.0775
H -3.35 -3.75 2.28 0.0993
H -1.32 -3.47 -4.98 0.0743
H 4.10 3.54 0.36 0.1170
H 0.97 6.10 1.76 0.1098
H 3.53 1.13 3.81 0.1124
H 1.31 3.83 -1.87 0.1000
H 2.49 1.71 0.10 0.0613
H 2.32 -3.21 1.64 0.0915
H -2.05 3.32 -0.17 0.1077
H 0.59 1.56 3.31 0.0901
H -1.15 -6.11 -1.46 0.1135
H -0.40 1.88 5.53 0.1104
H -2.09 -3.34 -2.47 0.1075
H -3.29 2.01 1.52 0.1077
H -3.43 -1.43 5.76 0.1112
H -3.99 -1.03 0.86 0.1088
H 0.10 -3.25 2.93 0.0896
H 1.37 -4.07 -1.46 0.0773
H 6.48 -0.93 1.48 0.1120
H -2.83 2.33 5.75 0.1120
H -5.94 -0.78 2.35 0.1152
H 3.35 5.75 1.17 0.1100
H -0.04 1.90 -5.44 0.1136
H -0.50 -3.81 -0.92 0.0454
H -2.92 -7.24 -0.14 0.1115
H 1.79 0.38 2.24 0.0557
H 5.89 0.48 3.42 0.1109
H -1.48 -1.70 4.28 0.1036
H -4.01 -6.04 1.73 0.1122
H -1.22 3.96 -6.11 0.1175
H -5.66 -1.00 4.80 0.1106
H 4.79 -1.66 -4.07 0.1175
H 0.98 -3.80 0.67 0.0455
H -1.68 6.28 -5.64 0.1015
H 4.01 -3.88 -4.81 0.1118
H 0.13 5.89 -2.52 0.1155
H 3.87 -0.63 -2.05 0.0979
H 0.76 -1.61 2.82 0.0597
H -0.64 4.26 1.56 0.1124
H -1.14 7.05 -4.21 0.1002